Density functional theory data (ωB97M-V with the def2-TZVPD basis set) for a structure of composition C20H32B2Cl6F2LiN5O5S2 in a non-equilibrium geometry.

```
75
C20H32B2Cl6F2LiN5O5S2 (ωB97M-V with the def2-TZVPD basis set)
Cl -2.895 -6.673 -2.571
Cl -0.001 6.632 1.273
Cl -4.862 -4.842 -1.441
Cl 0.006 7.480 -1.510
Cl 1.154 9.199 0.537
Cl 2.499 6.730 -0.212
S 0.860 1.321 3.699
S 2.840 2.351 5.842
F -7.716 -7.022 -5.690
F -5.961 -5.953 -4.480
O -7.771 -6.982 -3.296
O -6.206 -10.022 -2.878
O -2.324 -1.926 -2.875
O -8.139 -8.363 -1.541
O -6.196 -8.335 -4.385
N 1.865 -0.698 -0.591
N 3.511 2.415 3.056
N -0.147 -3.748 -0.787
N -3.003 0.295 -1.763
N 1.290 -1.054 -4.342
C -6.607 -8.934 -3.259
C 5.153 0.745 1.968
C 0.453 -0.862 -3.345
C -7.573 -8.105 -2.591
C 4.849 1.733 3.247
C 2.536 2.099 4.187
C 0.057 -2.450 -0.773
C 2.104 1.917 -0.113
C 2.190 4.720 3.116
C 0.369 -0.807 -0.657
C 0.915 7.510 0.022
C 0.179 -1.082 2.095
C -0.386 -0.345 0.742
C -0.219 3.421 -0.085
C 2.445 0.607 -1.029
C -0.319 -0.181 -2.024
C 3.624 3.924 3.023
C -3.383 -4.983 -2.399
C 1.157 3.045 -0.907
C 1.395 -0.302 2.865
B -6.909 -7.056 -4.480
B -1.915 -0.657 -2.229
Li -0.226 -2.167 4.346
H 2.286 -1.095 0.275
H 1.395 4.335 2.319
H 2.360 -0.123 2.227
H -3.560 -4.561 -3.391
H 3.632 0.476 -0.987
H 1.675 1.698 0.951
H -3.688 -0.170 -1.111
H 1.728 -1.008 3.767
H -0.008 3.200 1.068
H -0.737 -1.106 2.861
H 4.215 0.592 1.277
H 2.230 0.916 -2.154
H 2.421 5.849 2.807
H -0.319 0.830 0.939
H -1.559 -0.570 0.735
H -0.341 0.988 -2.062
H 4.324 4.258 3.915
H 4.107 4.205 1.973
H 0.962 2.734 -2.043
H 0.507 -2.196 1.960
H -2.366 -1.845 -3.873
H 5.510 -0.285 2.395
H 1.736 4.781 4.204
H 1.773 4.065 -0.985
H -2.583 -4.431 -1.901
H 6.019 1.246 1.327
H 4.937 1.110 4.240
H -0.483 4.582 -0.124
H -1.163 2.774 -0.418
H 5.704 2.565 3.233
H -2.547 1.095 -1.258
H 3.135 2.492 0.071
```

HOMO level: -7.7689 eV
net charge: 0
Kohn-Sham gap: 3.980 eV

---

Density functional theory data (ωB97M-V with the def2-TZVPD basis set) for an isolated molecule of C12H13N in a non-equilibrium geometry.

```
26
C12H13N (ωB97M-V with the def2-TZVPD basis set)
N -1.594 -0.137 1.021
C -2.570 -1.126 0.562
C 0.696 -0.194 -0.044
C 1.130 2.130 -0.067
C -0.382 1.927 0.387
C 0.953 -1.571 0.025
C -3.552 -0.568 -0.372
C -4.275 -0.049 -1.172
C 1.700 0.763 -0.129
C -0.697 0.443 0.041
C 2.266 -1.973 -0.116
C 3.034 0.358 -0.259
C 3.309 -1.011 -0.348
H -1.178 0.331 -0.952
H -3.182 -1.500 1.387
H 1.786 2.781 0.511
H -5.046 0.394 -1.745
H -1.044 2.643 -0.127
H 0.140 -2.282 0.148
H 3.865 1.094 -0.388
H -2.092 -2.021 0.168
H -0.975 -0.609 1.755
H 4.316 -1.389 -0.578
H 2.548 -3.038 -0.164
H 1.248 2.617 -1.059
H -0.402 1.987 1.514
```

structure (SMILES): C#CCN[C@H]1CCc2ccccc21
HOMO level: -8.5826 eV
relative energy (zero: lowest compared OMol25 entry of this formula, charge and spin): 237.53 kJ/mol
net charge: 0
Kohn-Sham gap: 9.550 eV

---

Density functional theory data (ωB97M-V with the def2-TZVPD basis set) for a structure of composition C49H44CoN3O2S3 in a non-equilibrium geometry.

```
102
C49H44CoN3O2S3 (ωB97M-V with the def2-TZVPD basis set)
Co -0.160 -2.357 0.592
S 2.501 -1.051 0.159
S -3.825 0.283 1.393
S -0.725 -0.387 -1.776
O 1.776 -2.285 0.980
O 0.137 -1.557 -1.072
N -5.023 2.634 1.963
N -1.123 -1.424 2.271
N -3.671 2.572 0.097
C -4.080 -4.827 -0.081
C 1.140 1.382 0.178
C 8.231 -0.635 2.208
C 0.500 0.838 -2.283
C 6.787 -0.668 1.824
C -0.754 4.619 2.294
C 3.928 4.585 -2.720
C 2.190 2.521 -1.775
C 3.131 3.871 -3.612
C 4.118 -0.897 0.906
C 4.631 -1.819 1.757
C 2.304 2.826 -3.157
C 1.560 0.348 2.330
C -3.685 -4.494 1.200
C -1.520 -2.372 3.286
C 3.808 4.320 -1.325
C -2.501 -4.474 3.909
C -0.178 3.499 0.196
C 1.711 0.376 0.940
C 6.254 0.294 0.937
C 5.961 -1.688 2.224
C 0.436 2.448 0.880
C -4.371 3.479 -0.781
C -2.231 -4.269 5.258
C -3.194 -4.700 -1.146
C -2.269 -1.074 -3.992
C -0.278 3.535 2.969
C -1.210 -2.117 4.654
C -0.325 -2.914 -4.936
C 4.952 0.189 0.500
C -0.125 -2.159 -3.775
C 1.300 1.506 -1.292
C -1.649 -3.394 -6.975
C 0.535 1.207 -3.644
C -1.468 -2.667 -5.694
C -1.063 -1.252 -3.322
C 3.078 3.227 -0.874
C 0.902 1.366 3.042
C -2.166 -3.557 2.908
C -1.927 -4.111 -0.875
C -1.604 -3.681 0.408
C -1.464 -3.135 5.560
C -2.437 -3.901 1.478
C -0.689 4.589 0.878
C -4.823 4.030 2.227
C -2.439 -1.787 -5.177
C 1.440 2.173 -4.054
C -4.129 1.934 1.193
C 0.352 2.448 2.315
H -3.761 4.281 2.180
H -2.539 -3.019 -7.542
H -4.130 4.496 -0.513
H -3.351 -1.617 -5.795
H -1.069 -3.071 6.583
H -0.695 -1.206 4.960
H -3.988 3.314 -1.775
H -5.298 4.697 1.495
H -1.819 -4.464 -6.747
H -3.425 -5.031 -2.159
H 4.033 -2.702 2.068
H -0.122 0.721 -4.341
H 3.133 3.990 -4.700
H 6.381 -2.431 2.891
H -1.247 -3.990 -1.716
H -0.420 3.444 4.058
H -0.443 -0.798 2.730
H -4.369 -4.610 2.044
H 0.366 -3.695 -5.228
H -0.280 3.471 -0.867
H -0.980 5.431 0.319
H 8.325 -0.831 3.288
H -2.982 -5.419 3.640
H -5.476 3.334 -0.823
H 3.085 2.917 0.184
H -0.749 -3.367 -7.615
H -5.204 4.332 3.210
H -3.071 -0.397 -3.627
H 4.664 5.305 -3.030
H -5.434 2.086 2.702
H 0.824 -2.228 -3.224
H 4.524 0.953 -0.155
H -1.972 -0.853 1.983
H 8.832 -1.451 1.726
H 6.838 1.181 0.679
H 0.764 1.432 4.102
H -5.104 -5.174 -0.191
H 1.869 -0.526 2.864
H 4.312 4.926 -0.603
H -1.209 5.431 2.852
H 8.707 0.327 1.995
H -2.609 -4.923 6.035
H -3.070 1.919 -0.403
H 1.602 2.369 -5.108
```

HOMO level (alpha / beta): -11.8146 / -12.1048 eV
relative energy (zero: lowest compared OMol25 entry of this formula, charge and spin): 0.00 kJ/mol
net charge: +2
Kohn-Sham gap (alpha / beta): 6.219 / 2.597 eV
spin multiplicity: 5

---

Density functional theory data (ωB97M-V with the def2-TZVPD basis set) for a cluster of 2 separate species, C19H29O in total in a non-equilibrium geometry.

```
49
C19H29O (ωB97M-V with the def2-TZVPD basis set)
O 1.341 0.902 3.562
C -1.416 1.678 3.730
C 0.182 0.657 -4.434
C 0.340 0.114 -0.072
C -1.125 0.644 -2.187
C -3.245 -0.470 3.801
C 1.835 -1.375 -2.445
C -1.886 -0.741 3.728
C -0.915 0.742 -0.659
C -3.699 0.859 3.821
C -0.959 0.330 3.653
C -2.778 1.920 3.803
C 1.650 -1.439 -3.965
C 0.421 -0.012 3.520
C 1.215 0.857 0.626
C 0.003 1.251 -3.032
C 0.343 -0.868 -4.543
C 2.714 0.510 3.803
C 0.701 -1.982 -1.611
C 0.557 -1.389 -0.195
H -0.681 0.941 -5.053
H 0.750 -1.063 3.453
H 1.053 1.924 0.769
H 3.103 -0.100 2.978
H 2.049 -0.344 -2.127
H -1.792 0.264 -0.190
H -3.140 2.949 3.865
H 2.498 -0.910 -4.423
H 1.450 -1.650 0.394
H -1.327 -0.395 -2.472
H 2.780 -0.058 4.738
H 0.922 -3.057 -1.495
H -1.480 -1.752 3.736
H -0.932 1.803 -0.363
H 1.063 1.137 -4.884
H 3.263 1.446 3.879
H 2.748 -1.946 -2.208
H -0.529 -1.384 -4.119
H -4.766 1.065 3.881
H -0.298 -1.899 0.280
H -0.677 2.478 3.735
H -0.239 2.319 -3.166
H -0.261 -1.932 -2.136
H 2.149 0.422 0.983
H 0.956 1.238 -2.485
H 1.721 -2.488 -4.287
H -3.961 -1.292 3.860
H 0.343 -1.109 -5.618
H -2.046 1.203 -2.427
```

HOMO level: -12.1200 eV
relative energy (zero: lowest compared OMol25 entry of this formula, charge and spin): 41.46 kJ/mol
net charge: +1
Kohn-Sham gap: 6.716 eV

---

Density functional theory data (ωB97M-V with the def2-TZVPD basis set) for a cluster of 2 separate species, C8H13BN2O in total in a non-equilibrium geometry.

```
25
C8H13BN2O (ωB97M-V with the def2-TZVPD basis set)
O 1.396 -1.328 0.585
N 1.789 0.381 -0.991
N -1.393 -1.021 0.089
C -1.913 0.689 1.670
C -0.290 -1.948 -2.142
C 2.093 0.990 1.505
C -1.059 -0.073 -0.857
C -1.533 1.709 0.738
C -1.799 -0.614 1.247
C -1.130 1.285 -0.513
C -0.634 -0.523 -2.151
B 1.805 -0.052 0.274
H -1.193 -2.482 -1.700
H 0.594 -2.199 -1.602
H 2.157 1.088 -1.527
H -0.281 0.182 -2.915
H -0.817 2.048 -1.250
H 1.155 -1.462 1.468
H 1.385 0.800 2.289
H -0.240 -2.359 -3.162
H -2.395 1.014 2.663
H -1.119 2.550 1.170
H -2.050 -1.497 1.841
H 2.360 2.031 1.337
H 3.110 0.792 1.933
```

HOMO level (alpha / beta): -9.3681 / -7.3514 eV
relative energy (zero: lowest compared OMol25 entry of this formula, charge and spin): 218.37 kJ/mol
net charge: 0
Kohn-Sham gap (alpha / beta): 8.834 / 5.957 eV

---

Density functional theory data (ωB97M-V with the def2-TZVPD basis set) for an isolated molecule of C4H7N3 in a non-equilibrium geometry.

```
14
C4H7N3 (ωB97M-V with the def2-TZVPD basis set)
N -1.297 2.265 0.457
N -0.164 0.373 -0.323
N 0.673 0.367 0.753
C 0.599 -1.689 -0.383
C -1.020 1.444 -0.439
C 1.242 -0.985 0.775
C -0.225 -0.818 -1.005
H -1.471 1.476 -1.421
H -1.831 3.050 0.121
H 0.815 -2.711 -0.609
H -0.751 -0.941 -1.969
H 1.060 -1.535 1.708
H 0.047 0.641 1.584
H 2.324 -0.936 0.750
```

structure (SMILES): [H]/N=C/N1C=CCN1
HOMO level: -7.2949 eV
relative energy (zero: lowest compared OMol25 entry of this formula, charge and spin): 216.77 kJ/mol
net charge: 0
Kohn-Sham gap: 8.286 eV